Below is a cluster of 7 separate species, C34H60ClO31PS6Si in total in a non-equilibrium geometry, with properties calculated with wB97M-V/def2-TZVPD.

Geometry as ORCA input:
```
! RIJCOSX wB97M-V def2-TZVPD def2/J DEFGRID3
* xyz 0 1
C 1.106 -5.046 0.125
C 0.891 -5.128 -1.375
C 0.553 -6.285 -2.022
C 0.357 -6.247 -3.400
C 0.476 -5.102 -4.140
C 0.258 -5.119 -5.656
C -0.772 -4.035 -6.109
C -0.340 -6.478 -6.130
C 0.842 -3.917 -3.479
O 0.982 -2.820 -4.283
C 1.411 -1.622 -3.694
C 0.279 -0.562 -3.476
C 0.830 0.867 -3.556
C 2.146 1.130 -2.754
C 3.072 2.005 -3.627
C 4.031 2.855 -2.811
O 4.816 2.347 -2.046
O 4.005 4.224 -2.993
O -0.721 -0.872 -4.475
C -1.492 0.202 -4.925
O -1.348 0.553 -6.069
C -2.523 0.902 -4.055
C -3.702 0.002 -3.630
O -4.700 0.888 -3.115
Si -6.240 0.202 -3.090
C -7.381 1.544 -2.415
C -6.206 -1.333 -1.999
C -6.868 -0.218 -4.823
P -0.630 -0.709 -1.815
O -1.376 -2.183 -1.863
Cl 0.798 -0.770 -0.289
C 1.043 -3.984 -2.132
H 2.109 -4.659 0.336
H 0.916 -6.014 0.607
H 0.401 -4.288 0.495
H 0.423 -7.213 -1.473
H 0.109 -7.204 -3.846
H 1.215 -5.026 -6.188
H -1.147 -4.311 -7.099
H -1.567 -3.994 -5.358
H -0.266 -3.073 -6.207
H -0.782 -6.388 -7.126
H -1.192 -6.678 -5.463
H 0.372 -7.303 -6.053
H 2.021 -1.722 -2.793
H 2.074 -1.146 -4.437
H 0.085 1.569 -3.157
H 1.010 1.171 -4.594
H 1.911 1.749 -1.878
H 2.635 0.237 -2.364
H 2.452 2.694 -4.216
H 3.636 1.399 -4.347
H 3.869 4.592 -2.106
H -2.085 1.269 -3.118
H -2.933 1.783 -4.553
H -3.373 -0.604 -2.770
H -4.077 -0.633 -4.445
H -8.415 1.194 -2.316
H -7.038 1.925 -1.444
H -7.358 2.411 -3.089
H -5.594 -1.097 -1.118
H -7.221 -1.625 -1.715
H -5.712 -2.153 -2.535
H -6.366 0.373 -5.596
H -6.782 -1.294 -5.016
H -7.939 0.025 -4.853
H -1.902 -2.207 -2.680
H 1.342 -3.088 -1.590
O 4.502 0.603 -9.301
S 5.330 0.395 -8.172
O 5.775 -0.892 -7.786
O 4.643 1.113 -6.905
C 5.539 2.078 -6.347
C 6.390 2.543 -7.508
O 6.612 1.360 -8.284
H 6.146 1.582 -5.586
H 4.983 2.894 -5.890
H 7.335 2.973 -7.189
H 5.855 3.263 -8.131
O 1.426 -7.787 1.922
S 1.032 -7.872 3.283
O 0.369 -9.014 3.797
O 0.178 -6.567 3.645
C 0.784 -5.864 4.740
C 2.259 -6.181 4.626
O 2.302 -7.556 4.214
H 0.365 -6.253 5.670
H 0.577 -4.801 4.671
H 2.789 -6.048 5.566
H 2.738 -5.578 3.851
O -2.571 -2.837 5.719
S -1.198 -2.583 5.483
O -0.187 -3.478 5.936
O -0.865 -1.108 5.999
C -0.331 -0.314 4.929
C -0.944 -0.896 3.676
O -0.972 -2.318 3.917
H 0.756 -0.427 4.929
H -0.590 0.731 5.076
H -0.368 -0.669 2.783
H -1.973 -0.557 3.541
O -1.316 2.754 5.026
S -0.843 3.871 5.768
O 0.031 4.831 5.206
O -0.216 3.325 7.135
C -0.893 3.928 8.257
C -2.289 4.213 7.755
O -2.103 4.637 6.397
H -0.369 4.844 8.519
H -0.890 3.251 9.108
H -2.790 4.985 8.332
H -2.903 3.310 7.747
O -0.867 6.443 11.431
S -1.202 7.110 10.228
O -0.777 6.627 8.960
O -0.790 8.650 10.369
C -1.937 9.487 10.165
C -3.112 8.646 10.614
O -2.791 7.319 10.173
H -2.001 9.725 9.101
H -1.840 10.406 10.736
H -4.052 8.975 10.180
H -3.199 8.630 11.703
O 2.425 2.650 -0.179
S 2.552 2.607 1.235
O 1.721 1.792 2.039
O 2.516 4.108 1.794
C 3.717 4.386 2.528
C 4.769 3.503 1.892
O 4.080 2.284 1.595
H 3.549 4.118 3.573
H 3.964 5.442 2.462
H 5.611 3.314 2.552
H 5.133 3.925 0.952
*
```

## Properties
* HOMO: -7.9 eV
* frontier orbital gap: 7.906 eV
* SMILES: Cc1ccc(C(C)C)c(OC[C@@](CCCC(=O)O)(OC(=O)CCO[Si](C)(C)C)P(O)Cl)c1.O=S1(=O)OCCO1.O=S1(=O)OCCO1.O=S1(=O)OCCO1.O=S1(=O)OCCO1.O=S1(=O)OCCO1.O=S1(=O)OCCO1

These are the Löwdin partial charges, in e, on atoms 1 to 99:
1. C -0.029
2. C -0.269
3. C -0.035
4. C -0.038
5. C -0.128
6. C -0.324
7. C -0.058
8. C -0.095
9. C -0.209
10. O -0.026
11. C -0.138
12. C -0.530
13. C -0.158
14. C -0.178
15. C -0.095
16. C -0.500
17. O 0.109
18. O 0.073
19. O -0.021
20. C -0.439
21. O 0.150
22. C -0.079
23. C -0.252
24. O -0.222
25. Si 0.434
26. C -0.168
27. C -0.159
28. C -0.163
29. P 0.699
30. O -0.318
31. Cl 0.302
32. C -0.020
33. H 0.086
34. H 0.049
35. H 0.080
36. H 0.116
37. H 0.102
38. H 0.141
39. H 0.069
40. H 0.088
41. H 0.066
42. H 0.068
43. H 0.081
44. H 0.076
45. H 0.100
46. H 0.149
47. H 0.108
48. H 0.127
49. H 0.070
50. H 0.098
51. H 0.123
52. H 0.115
53. H 0.114
54. H 0.089
55. H 0.134
56. H 0.090
57. H 0.127
58. H 0.032
59. H 0.031
60. H 0.034
61. H 0.039
62. H 0.035
63. H 0.032
64. H 0.037
65. H 0.030
66. H 0.031
67. H 0.050
68. H 0.064
69. O -0.211
70. S 0.607
71. O -0.210
72. O -0.198
73. C -0.179
74. C -0.164
75. O -0.186
76. H 0.139
77. H 0.129
78. H 0.136
79. H 0.135
80. O -0.233
81. S 0.604
82. O -0.216
83. O -0.183
84. C -0.167
85. C -0.154
86. O -0.188
87. H 0.139
88. H 0.092
89. H 0.136
90. H 0.133
91. O -0.207
92. S 0.614
93. O -0.245
94. O -0.181
95. C -0.153
96. C -0.141
97. O -0.187
98. H 0.138
99. H 0.098

Below is an isolated molecule of C8H10O2Se in a non-equilibrium geometry, with properties calculated with wB97M-V/def2-TZVPD.

Geometry as ORCA input:
```
! RIJCOSX wB97M-V def2-TZVPD def2/J DEFGRID3
* xyz 0 1
C -2.017 -0.216 0.401
C -1.276 0.891 0.344
C -1.742 -1.566 0.003
C 0.024 1.115 -0.075
C -0.637 -2.262 -0.023
C 0.872 0.038 -0.094
C 0.021 3.538 0.370
C 1.329 -3.333 -0.573
O 0.705 2.367 -0.177
O 0.172 -3.219 0.198
Se 2.760 0.232 -0.535
H -3.048 -0.119 0.626
H -1.835 1.640 0.794
H -2.581 -2.086 -0.426
H -1.048 3.695 -0.086
H 0.704 4.489 0.379
H -0.290 3.385 1.349
H 2.037 -3.546 0.265
H 1.640 -2.516 -1.154
H 1.332 -4.210 -1.185
H 2.879 1.682 -0.399
*
```

## Properties
* HOMO: -6.9 eV
* frontier orbital gap: 6.904 eV

Here is what Löwdin gives for the atomic charges, in e:
1. C -0.117
2. C -0.095
3. C -0.070
4. C -0.421
5. C 0.017
6. C -0.362
7. C -0.089
8. C -0.042
9. O -0.219
10. O 0.010
11. Se 0.724
12. H 0.091
13. H 0.089
14. H 0.127
15. H 0.110
16. H 0.121
17. H 0.036
18. H 0.128
19. H 0.048
20. H 0.093
21. H -0.181